#P
The following is a DFT calculation (wB97M-V/def2-TZVPD) of a single C8H11N molecule.

E_HOMO   -8.47 eV
Structure (SMILES)   N[C@H]1CCC12C=CC=C2
Multiplicity   1

Last column: natural (NBO) charge in e.
CARTESIAN COORDINATES (ANGSTROEM)
N -1.52 0.65 -1.78  -0.82
C -0.18 2.01 -0.17  -0.41
C -0.23 0.83 -1.16  -0.03
C -0.52 -1.49 0.17  -0.19
C 0.07 -0.10 0.04  -0.14
C 0.41 -2.42 0.46  -0.22
C 1.58 -0.39 0.40  -0.17
C -0.40 1.03 1.03  -0.39
C 1.70 -1.74 0.64  -0.25
H -2.28 0.87 -1.18  0.35
H -1.65 -0.40 -1.97  0.36
H -1.50 -1.76 0.08  0.20
H 0.80 2.57 0.01  0.22
H 0.24 1.32 1.93  0.22
H 2.38 0.35 0.62  0.22
H -0.94 2.75 -0.34  0.21
H 0.58 0.85 -1.93  0.20
H -1.45 0.90 1.46  0.21
H 2.55 -2.36 0.93  0.21
H 0.34 -3.47 0.76  0.22

#Q
The following is a DFT calculation (wB97M-V/def2-TZVPD) of a single C8H11N molecule.

E_HOMO (alpha / beta)   -7.21 / -7.20 eV
Multiplicity   1

Last column: natural (NBO) charge in e.
CARTESIAN COORDINATES (ANGSTROEM)
N -1.71 -2.32 0.24  -0.64
C 1.09 -0.65 -0.87  -0.37
C 1.93 -0.44 0.41  -0.46
C 0.97 -0.68 1.56  -0.28
C -0.42 0.92 0.38  -0.28
C -1.13 -1.27 0.06  0.56
C -0.16 0.02 1.55  -0.10
C -1.79 1.58 0.40  -0.60
C -0.38 -0.24 -0.65  -0.37
H 2.32 0.58 0.43  0.21
H 1.49 -0.05 -1.69  0.22
H 2.77 -1.12 0.44  0.22
H 1.14 -1.70 -1.17  0.20
H -2.55 0.85 0.67  0.21
H -1.83 -3.11 -0.39  0.40
H -1.81 2.38 1.14  0.22
H -2.03 2.00 -0.57  0.19
H 1.16 -1.49 2.24  0.20
H 0.35 1.69 0.21  0.21
H -0.88 -0.02 -1.60  0.25

Stability verdict: #P, ahead by 0.0878 hartree

#P
The following is a DFT calculation (wB97M-V/def2-TZVPD) of a molecular structure, C2H8N2O3.

E_HOMO   -7.97 eV
Multiplicity   1

Last column: natural (NBO) charge in e.
CARTESIAN COORDINATES (ANGSTROEM)
O 1.14 -0.27 0.95  -0.38
O -1.55 0.88 0.81  -0.75
O 0.77 -0.89 -1.26  -0.74
N 2.08 0.70 0.47  -0.48
N -0.39 -1.83 0.51  -0.78
C 0.45 -0.93 0.00  0.96
C -1.11 0.91 -0.56  -0.51
H 2.65 0.21 -0.22  0.36
H 1.52 1.38 -0.05  0.35
H -0.08 0.08 -1.25  0.34
H -0.96 -2.33 -0.15  0.42
H -0.83 -1.59 1.39  0.43
H -0.91 1.95 -0.86  0.15
H -0.82 1.15 1.37  0.46
H -1.96 0.57 -1.15  0.17

#Q
The following is a DFT calculation (wB97M-V/def2-TZVPD) of a single C2H8N2O3 molecule.

E_HOMO   -9.11 eV
Structure (SMILES)   CN(N)C(O)(O)O
Multiplicity   1

Last column: natural (NBO) charge in e.
CARTESIAN COORDINATES (ANGSTROEM)
O -0.25 -0.61 -1.50  -0.74
O 1.12 -1.53 0.09  -0.72
O 1.72 0.34 -0.98  -0.72
N -0.46 1.71 0.04  -0.66
N 0.00 0.46 0.56  -0.32
C 0.63 -0.35 -0.46  0.84
C -1.09 -0.20 1.26  -0.44
H -0.68 -0.98 1.90  0.20
H 0.36 2.24 -0.25  0.36
H 2.43 0.31 -0.33  0.49
H 0.26 -0.77 -2.30  0.49
H -1.04 1.56 -0.79  0.34
H -1.84 -0.61 0.58  0.18
H 0.39 -2.12 0.29  0.48
H -1.56 0.56 1.89  0.23

Stability verdict: #Q, ahead by 0.1317 hartree

#P
The following is a DFT calculation (wB97M-V/def2-TZVPD) of a single C3H8N2OS molecule.

E_HOMO   -8.48 eV
Structure (SMILES)   CO/N=C(/C)NS
Multiplicity   1

Last column: natural (NBO) charge in e.
CARTESIAN COORDINATES (ANGSTROEM)
S 2.83 -1.02 -0.15  0.19
O -1.30 -0.90 -0.01  -0.44
N 1.18 -0.79 0.06  -0.78
N -0.82 0.41 -0.04  -0.22
C 0.49 0.39 -0.02  0.38
C -2.71 -0.76 -0.07  -0.25
C 1.27 1.68 -0.07  -0.66
H 0.54 2.48 -0.16  0.24
H 0.69 -1.66 -0.14  0.42
H -3.05 -0.43 -1.07  0.18
H 1.90 1.81 0.81  0.23
H 3.31 -0.87 1.09  0.09
H -3.15 -0.21 0.78  0.19
H 1.89 1.67 -0.97  0.23
H -3.07 -1.80 -0.04  0.18

#Q
The following is a DFT calculation (wB97M-V/def2-TZVPD) of a single C3H8N2OS molecule.

E_HOMO   -9.31 eV
Structure (SMILES)   NC(=O)[C@H](N)CS
Multiplicity   1

Last column: natural (NBO) charge in e.
CARTESIAN COORDINATES (ANGSTROEM)
S 1.28 -1.07 1.97  -0.06
O 0.40 -0.36 -2.04  -0.54
N -0.55 1.87 -0.45  -0.82
N -1.08 -1.57 -0.65  -0.91
C -0.19 0.53 0.07  -0.17
C 1.09 0.45 0.93  -0.50
C -0.23 -0.52 -1.02  0.68
H 0.42 -1.92 1.34  0.13
H -0.81 -2.54 -0.60  0.41
H 1.13 1.34 1.56  0.23
H -2.00 -1.27 -0.39  0.40
H -0.61 1.84 -1.47  0.37
H 0.21 2.52 -0.30  0.35
H -1.01 0.35 0.77  0.19
H 1.94 0.35 0.27  0.23

#R
The following is a DFT calculation (wB97M-V/def2-TZVPD) of a single C3H8N2OS molecule.

E_HOMO   -8.26 eV
Structure (SMILES)   CS/N=C\N(C)O
Multiplicity   1

Last column: natural (NBO) charge in e.
CARTESIAN COORDINATES (ANGSTROEM)
S 0.85 -0.38 -1.18  0.42
O -1.26 1.23 -0.20  -0.57
N -1.39 0.26 0.84  -0.20
N 0.88 -0.60 0.57  -0.58
C -2.12 1.04 1.77  -0.43
C -0.09 -0.12 1.37  0.19
C 2.35 -1.11 -1.65  -0.83
H -1.65 1.91 2.05  0.19
H 3.42 -0.67 -1.41  0.24
H -2.54 0.62 2.80  0.21
H -0.07 -0.47 2.45  0.20
H -1.62 0.59 -0.94  0.49
H -3.10 1.17 1.11  0.21
H 2.26 -0.98 -2.84  0.24
H 2.42 -2.29 -1.59  0.23

Stability verdict: #Q, ahead by 0.0592 hartree

#P
The following is a DFT calculation (wB97M-V/def2-TZVPD) of a single C3H8N2OS molecule.

E_HOMO   -8.03 eV
Structure (SMILES)   CC/C(=N/S)NO
Multiplicity   1

Last column: natural (NBO) charge in e.
CARTESIAN COORDINATES (ANGSTROEM)
S -1.32 -1.85 0.10  0.14
O 1.00 -1.05 1.35  -0.54
N 1.08 0.08 0.59  -0.34
N -1.00 -0.23 -0.50  -0.62
C 0.07 1.97 -0.37  -0.45
C 1.26 2.41 -1.25  -0.62
C -0.03 0.50 -0.06  0.39
H 1.58 1.58 -1.88  0.22
H 1.53 0.82 1.11  0.36
H 1.68 -1.62 0.89  0.48
H -2.54 -1.79 -0.39  0.10
H 0.15 2.40 0.63  0.21
H -0.89 2.26 -0.82  0.24
H 2.15 2.73 -0.69  0.21
H 1.00 3.27 -1.92  0.22

#Q
The following is a DFT calculation (wB97M-V/def2-TZVPD) of a single C3H8N2OS molecule.

E_HOMO   -9.51 eV
Multiplicity   1

Last column: natural (NBO) charge in e.
CARTESIAN COORDINATES (ANGSTROEM)
S 2.17 0.15 -0.23  1.51
O 2.64 0.58 1.05  -0.94
N 0.70 1.09 -0.84  -0.82
N 1.17 -1.29 0.09  -0.84
C -0.22 -1.20 -0.41  -0.25
C -1.24 0.77 0.84  -0.63
C -0.55 0.28 -0.47  -0.08
H -0.25 -1.79 -1.47  0.19
H -0.55 1.27 1.48  0.23
H -1.30 0.54 -1.30  0.21
H -1.99 1.61 0.56  0.21
H -1.93 0.10 1.24  0.21
H 1.29 -1.37 1.12  0.39
H -0.77 -1.84 0.23  0.22
H 0.85 1.11 -1.90  0.38

#R
The following is a DFT calculation (wB97M-V/def2-TZVPD) of a single C3H8N2OS molecule.

E_HOMO   -8.51 eV
Structure (SMILES)   CO/N=C(/C)NS
Multiplicity   1

Last column: natural (NBO) charge in e.
CARTESIAN COORDINATES (ANGSTROEM)
S -1.24 -0.49 -2.65  0.19
O 1.13 0.98 0.38  -0.45
N -0.14 -0.05 -1.41  -0.76
N 0.27 -0.03 0.88  -0.22
C 1.82 1.60 1.48  -0.25
C -1.21 -1.76 -0.07  -0.68
C -0.32 -0.59 -0.17  0.37
H 1.13 2.04 2.22  0.18
H -2.26 -1.49 -0.20  0.23
H -1.07 -2.57 -0.77  0.24
H -2.19 0.38 -2.23  0.09
H 2.52 2.33 1.04  0.19
H 2.52 0.92 1.96  0.18
H -1.18 -2.20 0.91  0.24
H 0.23 0.91 -1.37  0.43

Stability verdict: #Q, ahead by 0.0192 hartree

#P
The following is a DFT calculation (wB97M-V/def2-TZVPD) of a single C3H8N2OS molecule.

E_HOMO   -8.56 eV
Structure (SMILES)   NN=S1(=O)CCC1
Multiplicity   1

Last column: natural (NBO) charge in e.
CARTESIAN COORDINATES (ANGSTROEM)
S -0.52 0.28 0.09  1.94
O -0.87 1.68 0.02  -0.95
N -1.64 -0.80 0.18  -0.79
N -3.02 -0.49 -0.24  -0.65
C 0.93 -0.12 -1.06  -0.63
C 1.89 -0.16 0.10  -0.44
C 0.93 0.18 1.25  -0.58
H -3.09 -0.50 -1.29  0.35
H 0.89 -1.10 -1.57  0.24
H 0.92 1.18 1.52  0.24
H 0.82 -0.51 2.17  0.25
H 2.75 0.57 0.11  0.23
H -3.33 0.34 0.17  0.35
H 2.30 -1.18 0.30  0.23
H 1.03 0.64 -1.76  0.23

#Q
The following is a DFT calculation (wB97M-V/def2-TZVPD) of a single C3H8N2OS molecule.

E_HOMO   -9.53 eV
Structure (SMILES)   NC(=O)NCCS
Multiplicity   1

Last column: natural (NBO) charge in e.
CARTESIAN COORDINATES (ANGSTROEM)
S -1.18 2.79 0.40  -0.03
O 1.15 -2.70 -1.37  -0.65
N 0.04 -0.97 -0.43  -0.64
N 1.94 -1.87 0.59  -0.85
C -1.25 1.00 0.15  -0.53
C 0.01 0.19 0.42  -0.23
C 1.06 -1.90 -0.46  0.78
H -1.49 0.87 -0.91  0.21
H 0.90 0.82 0.34  0.18
H -2.10 0.58 0.65  0.23
H -2.18 2.89 1.29  0.13
H 0.05 -0.16 1.45  0.19
H 1.95 -1.13 1.27  0.39
H -0.37 -0.93 -1.35  0.40
H 2.69 -2.54 0.55  0.41

Stability verdict: #Q, ahead by 0.1796 hartree

#P
The following is a DFT calculation (wB97M-V/def2-TZVPD) of a single C3H6N4O molecule.

E_HOMO   -9.79 eV
Structure (SMILES)   CCn1nnc(=O)[nH]1
Multiplicity   1

Last column: natural (NBO) charge in e.
CARTESIAN COORDINATES (ANGSTROEM)
O -1.36 1.00 2.34  -0.55
N -0.04 0.08 -0.74  -0.09
N 0.56 0.58 1.41  -0.21
N 0.90 0.38 0.13  0.02
N -1.37 -0.04 0.09  -0.52
C -0.84 0.39 1.37  0.65
C 0.31 -1.30 -1.49  -0.21
C 1.56 -0.79 -2.29  -0.67
H 0.50 -2.06 -0.50  0.24
H 1.55 0.18 -2.66  0.23
H 2.29 -1.46 -3.05  0.24
H -0.42 -1.43 -2.22  0.22
H 2.43 -0.72 -1.58  0.24
H -2.00 0.68 -0.43  0.42

#Q
The following is a DFT calculation (wB97M-V/def2-TZVPD) of a single C3H6N4O molecule.

E_HOMO   -9.41 eV
Structure (SMILES)   [H]/N=C/N(N=C)C(N)=O
Multiplicity   1

Last column: natural (NBO) charge in e.
CARTESIAN COORDINATES (ANGSTROEM)
O 1.76 -1.31 0.06  -0.62
N -0.09 -0.03 0.00  -0.34
N -2.11 -1.22 -0.13  -0.68
N -0.49 1.30 -0.12  -0.27
N 2.10 0.89 -0.06  -0.84
C -0.89 -1.14 0.01  0.26
C -1.67 1.64 0.16  -0.08
C 1.30 -0.22 -0.06  0.79
H -2.37 -2.22 0.01  0.36
H -2.49 0.99 0.51  0.21
H 2.96 0.86 0.43  0.41
H -0.27 -1.94 0.41  0.19
H 1.65 1.78 -0.21  0.41
H -1.88 2.71 -0.13  0.19

Stability verdict: #Q, ahead by 0.1502 hartree